1.
{"formula": "C54H39BrN5O6Zn", "method": "ωB97M-V/def2-TZVPD", "homo_lumo_gap_ev": [4.765, 4.888], "spin_multiplicity": 1, "homo_ha": [-0.117, -0.118], "de_lowest_ev": 0.6679, "total_charge": -1, "symbols": ["Zn", "C", "O", "C", "C", "C", "C", "C", "C", "C", "C", "C", "C", "C", "N", "C", "C", "C", "C", "C", "C", "C", "C", "C", "C", "O", "C", "C", "C", "C", "N", "C", "C", "C", "C", "C", "C", "O", "C", "C", "C", "C", "C", "C", "C", "N", "C", "C", "N", "C", "C", "C", "C", "O", "C", "C", "C", "H", "H", "H", "H", "H", "H", "H", "H", "H", "H", "H", "H", "H", "H", "H", "H", "H", "H", "H", "H", "H", "H", "H", "H", "H", "H", "H", "H", "H", "H", "H", "H", "H", "H", "H", "H", "Br", "C", "C", "C", "C", "C", "N", "C", "O", "O", "H", "H", "H"], "positions_angstrom": [[-0.33324, 0.65725, 0.38199], [-7.04899, -3.57253, -5.32191], [-6.12558, -2.52440, -5.49127], [-5.45197, -2.09904, -4.37659], [-4.46892, -1.13442, -4.58051], [-3.72767, -0.66012, -3.51572], [-3.92601, -1.13884, -2.21442], [-4.91947, -2.09286, -2.03072], [-5.68596, -2.56630, -3.09253], [-3.06331, -0.65576, -1.10708], [-2.07203, -1.50957, -0.57196], [-1.53696, -2.77195, -1.15962], [-0.31563, -2.96249, -0.65196], [-0.00736, -1.76350, 0.23575], [-1.30293, -1.14093, 0.42714], [2.19361, -2.26664, 1.36447], [3.14368, -1.21474, 1.26618], [4.37239, -1.23711, 0.47647], [4.56478, 0.03347, 0.05387], [3.46483, 0.81638, 0.60682], [2.85238, 1.97000, 0.14031], [2.98653, 2.44560, -1.23697], [2.61882, 3.75987, -1.56732], [2.54528, 4.17503, -2.87779], [2.82723, 3.28406, -3.91160], [2.63931, 3.74710, -5.18121], [2.60786, 2.78538, -6.21429], [3.24848, 1.99597, -3.60887], [3.32118, 1.58695, -2.28671], [1.73708, 2.57662, 0.88572], [0.47398, 2.50093, 0.39009], [-0.31333, 3.36536, 1.11580], [-1.71057, 3.59105, 0.80816], [-2.32954, 4.82164, 1.34275], [-3.55504, 4.78097, 2.00282], [-4.06563, 5.89354, 2.65990], [-3.36116, 7.08794, 2.64362], [-3.74892, 8.22164, 3.30333], [-4.83590, 8.10271, 4.19228], [-2.17688, 7.17331, 1.91554], [-1.66931, 6.05581, 1.28530], [-2.48845, 2.67801, 0.11184], [-3.79164, 2.86554, -0.48214], [-4.13940, 1.68499, -1.06205], [-3.07723, 0.73328, -0.78082], [-2.10396, 1.37785, -0.10921], [0.48488, 3.96848, 2.11386], [1.76929, 3.44062, 1.98939], [2.71965, 0.04006, 1.44003], [2.52409, -4.55173, 1.87112], [1.39862, -4.82734, 2.63407], [1.43828, -5.80078, 3.62481], [2.60204, -6.52292, 3.84294], [2.76052, -7.46349, 4.82228], [1.73185, -7.56914, 5.77993], [3.70292, -6.30391, 3.02124], [3.66591, -5.32719, 2.04530], [-7.34671, -3.87938, -6.32254], [-7.93464, -3.24702, -4.76653], [-6.59917, -4.42804, -4.80920], [-4.29235, -0.77800, -5.58814], [-2.95748, 0.08238, -3.68494], [-5.11139, -2.46979, -1.03350], [-6.46189, -3.29520, -2.89707], [-2.04061, -3.36393, -1.91147], [0.40151, -3.73289, -0.89912], [4.93036, -2.12445, 0.22031], [5.35978, 0.42046, -0.56535], [2.36918, 4.45276, -0.77359], [2.23225, 5.18006, -3.12996], [2.23970, 3.29934, -7.09929], [1.93281, 1.96094, -5.96982], [3.60374, 2.38131, -6.42111], [3.48830, 1.28556, -4.38805], [3.56214, 0.55723, -2.06684], [-4.09939, 3.84667, 2.04497], [-4.99989, 5.80164, 3.19758], [-4.93322, 9.06889, 4.68236], [-4.65184, 7.33071, 4.94560], [-5.76801, 7.87315, 3.66670], [-1.66290, 8.12547, 1.87431], [-0.73893, 6.12531, 0.73839], [-4.34706, 3.79171, -0.48760], [-5.04530, 1.45594, -1.60260], [0.14900, 4.67490, 2.85672], [2.64244, 3.69007, 2.57345], [0.49055, -4.26870, 2.45910], [0.54989, -5.98092, 4.21514], [2.10671, -8.23584, 6.55340], [0.81978, -7.99827, 5.35365], [1.50014, -6.59634, 6.22350], [4.59380, -6.89676, 3.18421], [4.52990, -5.13533, 1.42218], [-2.26351, 1.67725, 3.58673], [-0.69561, 0.61276, 3.65957], [-0.15476, 0.39268, 4.90789], [0.91019, -0.50480, 4.97228], [1.27151, -1.18797, 3.84267], [0.63627, -0.92578, 2.60452], [-0.28196, 0.07049, 2.52950], [0.84728, -1.88153, 1.53649], [2.59222, -3.52868, 0.93387], [0.74114, -0.78798, -0.41710], [-0.55817, 0.88424, 5.77912], [1.39934, -0.70000, 5.91858], [2.03770, -1.94956, 3.87344]]}



2.
{"formula": "C54H39GeN7O2S3W", "method": "ωB97M-V/def2-TZVPD", "homo_lumo_gap_ev": [4.798, 5.016], "spin_multiplicity": 2, "homo_ha": [-0.535, -0.535], "s_squared": 0.77, "total_charge": 3, "symbols": ["W", "O", "C", "N", "C", "O", "C", "C", "C", "C", "C", "N", "C", "C", "C", "C", "C", "N", "H", "H", "H", "H", "H", "H", "H", "H", "S", "C", "C", "C", "C", "C", "C", "N", "C", "C", "C", "C", "C", "C", "C", "C", "N", "C", "C", "C", "C", "C", "S", "C", "H", "H", "H", "H", "H", "H", "H", "H", "H", "H", "H", "H", "C", "C", "C", "C", "C", "C", "Ge", "C", "C", "C", "C", "C", "C", "C", "C", "C", "C", "C", "C", "H", "H", "H", "H", "H", "H", "H", "H", "H", "H", "H", "H", "H", "H", "H", "S", "C", "N", "C", "C", "C", "N", "H", "H", "H", "H"], "positions_angstrom": [[0.07077, -0.61253, -0.53359], [-0.25771, 1.35144, -4.18816], [0.00148, 1.04589, -3.06414], [-0.57543, -0.00396, -2.32828], [-1.58070, -0.76113, -2.97472], [-2.44654, -0.32953, -3.67168], [-1.38961, -2.19780, -2.63678], [-2.00460, -3.21387, -3.34129], [-1.69329, -4.52377, -3.02016], [-0.75784, -4.75019, -2.01265], [-0.21735, -3.68237, -1.33423], [-0.52886, -2.40447, -1.62100], [1.13981, 1.63498, -2.30349], [1.86690, 2.67278, -2.84926], [2.96343, 3.15641, -2.15666], [3.28232, 2.56001, -0.94327], [2.50840, 1.52239, -0.46830], [1.42689, 1.05913, -1.11758], [-2.69482, -2.94828, -4.13120], [-2.15663, -5.35023, -3.54186], [-0.45614, -5.75551, -1.75534], [0.47335, -3.83539, -0.51466], [1.54636, 3.07823, -3.79875], [3.56069, 3.96640, -2.55226], [4.13273, 2.89668, -0.36740], [2.76718, 1.03387, 0.46058], [2.74082, -2.10514, -5.39904], [3.83494, -2.63364, -6.58877], [5.00181, -3.09344, -6.05116], [5.01537, -3.01678, -4.64687], [3.85282, -2.50308, -4.11838], [3.52061, -2.29141, -2.72537], [2.28244, -1.75297, -2.35723], [1.91437, -1.51165, -1.09565], [2.81803, -1.75827, -0.11120], [4.06662, -2.35267, -0.36884], [4.91975, -2.63622, 0.75035], [4.56040, -2.29271, 2.00545], [3.31077, -1.63557, 2.27394], [2.90591, -1.24715, 3.54855], [1.64931, -0.66877, 3.73645], [0.84512, -0.49822, 2.60077], [1.20849, -0.81168, 1.35401], [2.44086, -1.38993, 1.19844], [1.17517, -0.25835, 5.03985], [0.08973, 0.52681, 5.35971], [-0.04164, 0.74510, 6.74132], [0.93947, 0.12681, 7.46591], [2.03219, -0.71857, 6.48459], [4.40196, -2.62694, -1.69143], [3.56774, -2.57202, -7.63172], [5.81604, -3.47179, -6.64985], [5.86276, -3.33050, -4.05501], [1.55263, -1.51842, -3.12227], [5.86075, -3.13619, 0.56190], [5.20452, -2.51358, 2.84659], [3.56899, -1.40297, 4.38980], [-0.15580, -0.11556, 2.72754], [-0.57090, 0.96569, 4.62371], [-0.82416, 1.33193, 7.19776], [1.06901, 0.13928, 8.53652], [5.35147, -3.09662, -1.90825], [-0.95649, 5.05156, -2.51739], [-0.15910, 5.01347, -1.38080], [-0.23063, 3.93573, -0.51150], [-1.11206, 2.88399, -0.76284], [-1.90259, 2.92863, -1.91110], [-1.84061, 4.01492, -2.77485], [-1.21343, 1.36220, 0.52954], [-3.14229, 1.27239, 1.02337], [-4.12398, 1.96432, 0.31424], [-5.46587, 1.85656, 0.65947], [-5.85183, 1.04762, 1.71647], [-4.88486, 0.37546, 2.45381], [-3.54367, 0.49164, 2.10979], [-0.50613, 2.24548, 2.17724], [-1.39887, 2.81145, 3.08750], [-0.93864, 3.55967, 4.16437], [0.42020, 3.75788, 4.35200], [1.32298, 3.20646, 3.45229], [0.86015, 2.44782, 2.38819], [-0.88767, 5.88516, -3.20386], [0.51670, 5.83056, -1.16094], [0.37469, 3.93784, 0.38631], [-2.58094, 2.11364, -2.13978], [-2.46835, 4.04038, -3.65577], [-3.83786, 2.62668, -0.49156], [-6.20917, 2.40923, 0.09878], [-6.89819, 0.95690, 1.97865], [-5.17319, -0.22960, 3.30547], [-2.79752, -0.01329, 2.71429], [-2.46378, 2.68153, 2.94745], [-1.65300, 3.99594, 4.85055], [0.77742, 4.33650, 5.19312], [2.38321, 3.38302, 3.58270], [1.57811, 2.01614, 1.70278], [-1.32026, -2.08219, 1.09731], [-2.89077, -2.13511, 0.40940], [-3.80623, -2.98046, 0.94287], [-5.10394, -2.93507, 0.56999], [-5.47239, -2.07337, -0.41905], [-4.47477, -1.30043, -1.01031], [-3.20327, -1.33905, -0.60195], [-3.51481, -3.60542, 1.68504], [-5.79208, -3.59264, 1.08246], [-6.50084, -1.97939, -0.73249], [-4.68249, -0.65876, -1.85724]]}



no.,F_max (hartree/bohr),E_tot (Ha)
1,0.0204,-7159.6529
2,0.0585,-5952.7923